Record 1
13
Properties=species:S:1:pos:R:3 method="wB97M-V/def2-TZVPD" homo_lumo_gap_ev=10.2 max_force_ev_per_a=2.8 charge=0 e_tot_ha=-323.6924 e_lumo_ha=0.0312 smiles="N[C@@H](C=O)CO"
N 0.13 1.40 -1.35
C 0.10 0.17 -0.46
C 1.47 -0.55 -0.28
O 1.47 -1.58 0.34
C -0.66 0.33 0.89
O -2.04 0.00 0.85
H -0.30 1.33 -2.26
H -0.24 2.29 -0.89
H -0.51 -0.52 -0.98
H 2.27 0.00 -0.78
H -0.48 1.36 1.26
H -0.18 -0.31 1.67
H -2.33 -0.90 1.04

---

Record 2
13
Properties=species:S:1:pos:R:3 method="wB97M-V/def2-TZVPD" homo_lumo_gap_ev=10.4 max_force_ev_per_a=0.3 charge=0 e_tot_ha=-323.6891 e_lumo_ha=0.0360 smiles=CO[C@@]1(O)CN1
C 1.84 0.58 0.11
O 0.80 -0.27 0.58
C -0.34 -0.30 -0.18
O -0.09 -0.38 -1.54
C -1.49 -0.96 0.44
N -1.48 0.51 0.17
H 2.65 0.49 0.84
H 1.52 1.64 0.07
H 2.18 0.27 -0.88
H -0.72 0.22 -1.95
H -1.38 -1.29 1.47
H -2.19 -1.53 -0.17
H -1.31 1.02 1.03

---

Record 3
13
Properties=species:S:1:pos:R:3 method="wB97M-V/def2-TZVPD" homo_lumo_gap_ev="9.0 / 5.3" max_force_ev_per_a=5.0 charge=+1 s_squared=0.761 e_tot_ha=-323.3626 e_lumo_ha="-0.1941 / -0.3273" multiplicity=2
C 0.05 1.98 0.43
C 0.26 2.59 -0.79
N 0.00 0.56 0.59
H -0.30 2.70 1.12
H 0.49 3.68 -0.98
H 0.20 2.16 -1.75
H -0.19 0.20 -0.35
H 0.84 -1.65 0.42
H -0.89 0.14 1.05
O 0.63 -2.11 -0.37
C -0.10 -3.17 0.10
O -0.56 -3.23 1.23
H -0.43 -3.84 -0.69

---

Record 4
13
Properties=species:S:1:pos:R:3 method="wB97M-V/def2-TZVPD" homo_lumo_gap_ev="7.3 / 7.3" max_force_ev_per_a=1.7 charge=+1 s_squared=0.753 e_tot_ha=-323.3074 e_lumo_ha="-0.2988 / -0.2998" multiplicity=2
C -0.59 -0.10 1.28
C 0.79 0.08 1.04
O 1.82 0.24 -1.66
C -1.58 -0.05 0.17
N -1.05 -0.10 -1.07
O -2.76 -0.10 0.44
H -1.00 -0.29 2.27
H 1.16 -0.74 0.41
H 0.98 1.01 0.49
H 1.45 0.17 1.91
H 2.57 -0.03 -2.23
H -1.73 -0.06 -1.82
H -0.05 -0.05 -1.21

---

Record 5
13
Properties=species:S:1:pos:R:3 method="wB97M-V/def2-TZVPD" homo_lumo_gap_ev="5.1 / 4.1" max_force_ev_per_a=3.2 charge=+1 s_squared=0.897 e_tot_ha=-323.1164 e_lumo_ha="-0.3845 / -0.3834" multiplicity=2
O 2.11 -1.81 -0.38
C 1.13 -1.07 -0.43
N -0.02 -1.27 -1.10
C -1.17 -0.61 -0.65
O -1.07 1.65 0.91
C 1.26 0.24 0.35
H -2.06 -1.07 -1.09
H -1.16 0.48 -0.94
H -1.23 -0.63 0.45
H -1.58 2.42 1.27
H 0.79 1.06 -0.20
H 0.68 0.20 1.28
H 2.32 0.42 0.53

---

Record 6
14
Properties=species:S:1:pos:R:3 method="wB97M-V/def2-TZVPD" homo_lumo_gap_ev=7.9 max_force_ev_per_a=6.8 charge=-1 e_tot_ha=-665.1229 e_lumo_ha=0.1411
C -0.23 -0.94 0.23
C -2.55 -0.89 -0.07
C 1.52 1.84 -0.03
N -1.22 -0.21 -0.02
O 2.58 -0.45 -1.26
O 2.79 -0.53 1.28
P 1.99 -0.06 0.07
H -0.45 -2.00 0.33
H -3.01 -0.26 -0.73
H -3.15 -0.81 0.83
H -2.55 -1.93 -0.35
H 1.06 2.16 0.79
H 2.42 2.27 -0.12
H 0.82 1.81 -0.96

---

Record 7
14
Properties=species:S:1:pos:R:3 method="wB97M-V/def2-TZVPD" homo_lumo_gap_ev=10.1 max_force_ev_per_a=5.3 charge=0 e_tot_ha=-721.9149 e_lumo_ha=0.0243 smiles="C[C@](O)(S)C(N)=O"
C 0.81 -1.42 0.03
C 0.52 0.16 0.22
O 1.56 0.99 0.16
S -0.39 0.52 1.86
C -0.51 0.69 -0.82
N -1.78 0.23 -0.85
O -0.18 1.53 -1.61
H 1.57 -1.62 0.89
H -0.04 -1.96 0.00
H 1.13 -1.64 -1.04
H 1.35 1.87 -0.16
H 0.49 -0.03 2.75
H -2.08 0.06 0.08
H -2.43 0.63 -1.50

---

Record 8
14
Properties=species:S:1:pos:R:3 method="wB97M-V/def2-TZVPD" homo_lumo_gap_ev=10.0 max_force_ev_per_a=2.3 charge=0 e_tot_ha=-721.9259 e_lumo_ha=0.0252 smiles="O=C(O)NCCS"
O -1.00 -0.71 -2.43
C -1.53 -0.15 -1.52
O -2.76 0.46 -1.56
N -1.07 -0.19 -0.21
C 0.32 0.23 0.00
C 0.95 -0.43 1.26
S 2.39 0.37 2.05
H -2.91 0.40 -2.52
H -1.61 -0.76 0.42
H 0.29 1.31 0.21
H 0.91 -0.01 -0.88
H 1.31 -1.43 1.01
H 0.13 -0.44 1.98
H 2.51 1.31 1.07

---

Record 9
14
Properties=species:S:1:pos:R:3 method="wB97M-V/def2-TZVPD" homo_lumo_gap_ev="9.0 / 9.0" max_force_ev_per_a=5.9 charge=0 e_tot_ha=-721.8068 e_lumo_ha="0.0184 / 0.0184"
C 0.26 1.35 -0.10
C 1.70 1.81 0.34
C -2.41 -1.82 0.11
N -0.76 1.05 0.58
O -2.76 0.45 -1.28
O -2.76 -0.72 0.88
S -2.71 0.74 0.17
H 0.04 1.35 -1.16
H 1.99 2.42 -0.39
H 1.53 2.29 1.23
H 2.29 0.88 0.41
H -1.58 -2.20 0.58
H -1.96 -1.69 -0.91
H -3.19 -2.64 0.15

---

Record 10
14
Properties=species:S:1:pos:R:3 method="wB97M-V/def2-TZVPD" homo_lumo_gap_ev="6.6 / 8.7" max_force_ev_per_a=3.7 charge=0 s_squared=2.007 e_tot_ha=-721.7989 e_lumo_ha="0.0327 / -0.0588" multiplicity=3
C -0.28 -1.23 0.05
C 0.43 2.32 -0.34
C -0.57 0.20 -0.24
N 0.42 -1.56 1.16
O -0.36 -3.72 -0.33
O 0.60 0.96 -0.05
S -0.84 -2.45 -0.93
H 1.38 2.80 -0.15
H -0.34 2.77 0.30
H 0.15 2.47 -1.39
H -1.37 0.57 0.43
H -0.94 0.29 -1.27
H 1.03 -0.87 1.57
H 0.69 -2.53 1.20

---

Record 11
14
Properties=species:S:1:pos:R:3 method="wB97M-V/def2-TZVPD" homo_lumo_gap_ev="11.6 / 4.9" max_force_ev_per_a=1.5 charge=+1 s_squared=0.756 e_tot_ha=-721.5998 e_lumo_ha="-0.1274 / -0.3267" multiplicity=2
C -0.67 0.62 -0.21
C -0.87 -0.69 0.63
S -1.95 -0.51 2.05
N 0.74 0.91 -0.25
C 1.44 0.25 -1.30
O 2.42 1.02 -1.78
O 1.15 -0.83 -1.66
H -1.22 1.46 0.22
H -1.01 0.39 -1.21
H -1.30 -1.45 -0.04
H 0.02 -1.17 1.02
H -1.44 -1.57 2.70
H 1.21 1.16 0.60
H 2.53 0.87 -2.73

---

Record 12
14
Properties=species:S:1:pos:R:3 method="wB97M-V/def2-TZVPD" homo_lumo_gap_ev="11.8 / 5.0" max_force_ev_per_a=1.6 charge=+1 s_squared=0.756 e_tot_ha=-721.6031 e_lumo_ha="-0.1213 / -0.3354" multiplicity=2
O -1.96 0.27 -1.00
C -1.09 0.86 -0.42
O -1.19 2.08 0.06
C 0.24 0.19 -0.03
C -0.05 -1.29 0.44
S 1.16 -1.82 1.59
N 1.11 0.34 -1.14
H -2.01 2.46 -0.30
H 0.63 0.82 0.77
H 0.02 -1.92 -0.44
H -1.08 -1.34 0.78
H 1.11 -0.74 2.39
H 1.08 -0.44 -1.80
H 2.07 0.54 -0.89